{
  "formula": "C23H20Cl3FN10NiO4S",
  "method": "wB97M-V/def2-TZVPD",
  "species": ["Ni", "N", "C", "C", "C", "C", "C", "C", "C", "C", "N", "C", "H", "H", "H", "H", "H", "H", "H", "H", "F", "C", "C", "N", "C", "C", "O", "O", "C", "O", "N", "C", "O", "H", "H", "H", "H", "S", "C", "N", "C", "C", "C", "N", "H", "H", "H", "H", "H", "H", "H", "H", "N", "C", "N", "C", "N", "Cl", "C", "Cl", "Cl", "C", "N"],
  "positions_angstrom": [[0.18053, -0.26837, 0.07936], [1.65874, -1.09543, -1.19919], [2.59398, -1.87367, -0.41783], [3.73475, -2.42024, -0.92894], [4.59981, -3.17323, -0.10497], [4.30893, -3.36738, 1.21443], [3.13349, -2.81367, 1.77235], [2.75928, -2.96684, 3.12866], [1.60341, -2.40248, 3.58030], [0.80382, -1.66732, 2.68203], [1.12966, -1.50314, 1.42408], [2.27662, -2.06324, 0.94882], [2.09930, -0.25068, -1.55625], [1.32770, -1.61328, -2.00722], [3.97953, -2.27250, -1.97380], [5.49945, -3.59449, -0.53204], [4.97117, -3.94263, 1.84902], [3.39851, -3.53469, 3.79351], [1.28993, -2.50087, 4.60935], [-0.12359, -1.20206, 2.99278], [-4.19790, 5.84766, 3.35338], [-3.96070, 4.95007, 2.39398], [-2.95028, 4.08284, 2.48690], [-2.70017, 3.16555, 1.48694], [-1.65898, 2.16885, 1.60576], [-2.22627, 0.75088, 1.61900], [-3.35834, 0.52448, 1.98788], [-1.38838, -0.17346, 1.23142], [-3.46420, 3.09611, 0.35327], [-3.24030, 2.29256, -0.54000], [-4.48703, 4.01074, 0.28796], [-4.84398, 4.97364, 1.23563], [-5.77868, 5.71698, 1.05864], [-2.26404, 4.08176, 3.32282], [-1.11968, 2.34581, 2.53528], [-0.95527, 2.27974, 0.78340], [-5.04152, 3.99105, -0.55615], [-1.12758, 0.67151, -1.86349], [-2.76418, -0.07618, -1.99775], [-3.37219, 0.12899, -3.10086], [-4.71130, -0.44842, -3.19634], [-5.41899, -0.33991, -1.84967], [-4.62073, -1.08997, -0.79765], [-3.19083, -0.79373, -0.94957], [-2.91940, 1.31997, -4.02314], [-4.63511, -1.49748, -3.50398], [-5.24876, 0.08444, -3.97954], [-6.42758, -0.74875, -1.90576], [-5.49076, 0.71420, -1.57687], [-4.77008, -2.16749, -0.89704], [-4.90858, -0.79272, 0.21045], [-2.63899, -0.76449, -0.09736], [1.36895, 1.31470, 0.35184], [1.68076, 1.98748, 1.26220], [2.09143, 2.70845, 2.23049], [1.19666, 3.48062, 2.83853], [0.43790, 4.14103, 3.41071], [-1.27744, -3.14904, -4.86740], [-1.11937, -1.43801, -5.07583], [-1.51964, -0.77593, -6.59557], [-2.46832, 2.32440, -4.84925], [-0.74299, -0.71681, -4.05487], [-0.24965, -0.07555, -3.14114]],
  "forces_ev_per_a": [[0.01, -0.04, 0.06], [0.00, -0.02, -0.01], [-0.02, 0.01, 0.02], [0.00, 0.00, 0.00], [0.00, 0.00, 0.00], [0.02, 0.00, -0.01], [0.00, 0.00, 0.02], [0.00, -0.01, -0.01], [-0.01, 0.01, -0.01], [0.00, 0.00, 0.02], [0.00, -0.02, 0.00], [0.00, 0.00, -0.03], [0.01, 0.00, 0.00], [0.01, 0.00, 0.01], [0.00, 0.00, 0.00], [0.00, 0.00, 0.00], [0.00, 0.00, -0.01], [0.00, 0.00, 0.00], [0.00, 0.00, 0.00], [0.00, -0.01, 0.00], [0.00, 0.00, 0.01], [-0.01, -0.01, -0.02], [0.02, -0.01, -0.04], [-0.02, -0.02, 0.07], [0.00, 0.01, 0.03], [0.10, -0.03, 0.02], [-0.04, 0.01, -0.01], [0.02, -0.01, -0.02], [0.02, 0.08, -0.04], [-0.04, 0.01, 0.01], [0.00, -0.05, -0.04], [-0.02, 0.01, 0.00], [0.01, -0.01, 0.00], [0.01, 0.00, 0.01], [0.00, 0.00, 0.00], [0.01, -0.01, -0.02], [0.00, 0.00, 0.00], [0.03, 0.00, -0.15], [-0.02, 0.00, -0.10], [0.03, 0.02, 0.13], [0.00, 0.02, -0.01], [-0.02, -0.01, -0.03], [0.00, -0.01, 0.02], [0.04, -0.02, 0.05], [0.00, -0.05, -0.08], [0.01, 0.00, -0.01], [0.00, 0.01, 0.00], [0.00, 0.01, 0.00], [0.01, 0.01, 0.00], [-0.01, 0.00, 0.00], [0.00, 0.00, 0.00], [-0.02, 0.00, -0.03], [-0.01, -0.01, 0.01], [0.04, 0.08, -0.01], [-0.11, -0.02, -0.01], [0.08, -0.01, 0.01], [-0.01, 0.00, 0.00], [0.01, 0.01, -0.02], [0.00, -0.14, 0.16], [-0.01, 0.02, -0.03], [-0.01, 0.01, 0.04], [-0.02, 0.17, -0.18], [-0.06, -0.01, 0.19]],
  "energy_ev": -139431.116,
  "multiplicity": 3,
  "homo_energy_ev": [-8.84, -8.84],
  "lumo_ev": [-1.3, -1.3],
  "fmax_ev_per_a": 0.25,
  "s2": 2.005,
  "e_above_lowest_kj_mol": 165.9
}